1.
Molecular formula: C32H23Br3F4N2O3PTi
Method: DFT, ωB97M-V with the def2-TZVPD basis set

Computed properties:
Total charge = +1
DFT total energy = -296076.8067 eV
2S+1 = 1
HOMO (spin up / spin down) = -9.6 / -10.8 eV

Each line ends with the Löwdin charge.
Positions of all 69 atoms, in Å:
Ti  -0.29  -0.02  0.18  0.849
C  0.26  -1.47  3.60  0.001
C  1.51  -1.20  2.76  -0.528
C  2.78  -1.40  3.57  0.012
O  1.47  -2.04  1.60  -0.056
C  1.43  0.25  2.27  -0.506
O  1.41  1.14  3.07  0.144
O  1.31  0.48  0.93  -0.228
H  0.26  -2.52  3.92  0.101
H  -0.66  -1.31  3.04  0.072
H  0.25  -0.83  4.48  0.106
H  2.78  -2.40  4.01  0.098
H  2.85  -0.67  4.37  0.101
H  3.65  -1.31  2.93  0.099
H  1.70  -2.95  1.83  0.122
F  -0.59  0.02  -6.84  0.162
C  -0.27  -0.42  -5.63  -0.132
C  -0.46  -1.74  -5.29  -0.127
F  -0.95  -2.59  -6.20  0.155
C  -0.14  -2.20  -4.02  -0.210
F  -0.34  -3.50  -3.80  0.117
C  0.36  -1.35  -3.05  -0.307
P  0.80  -1.81  -1.32  1.064
C  2.60  -2.00  -1.56  -0.343
C  3.05  -2.83  -2.59  -0.099
C  4.41  -2.96  -2.84  -0.057
C  5.32  -2.25  -2.07  -0.059
C  4.88  -1.40  -1.07  -0.056
C  3.52  -1.28  -0.81  -0.086
C  0.12  -3.46  -0.98  -0.365
C  0.86  -4.63  -1.08  -0.075
C  0.29  -5.85  -0.73  -0.054
C  -1.03  -5.91  -0.28  -0.059
C  -1.77  -4.74  -0.17  -0.061
C  -1.19  -3.52  -0.50  -0.107
C  0.55  -0.02  -3.42  -0.542
Br  1.20  1.26  -2.19  1.024
C  0.24  0.45  -4.68  -0.266
F  0.40  1.72  -5.02  0.101
H  2.35  -3.37  -3.21  0.108
H  4.75  -3.62  -3.63  0.113
H  6.38  -2.34  -2.27  0.113
H  5.59  -0.83  -0.49  0.113
H  3.18  -0.60  -0.04  0.084
H  1.88  -4.61  -1.42  0.096
H  0.87  -6.76  -0.81  0.113
H  -1.47  -6.86  -0.02  0.113
H  -2.79  -4.77  0.19  0.112
H  -1.78  -2.62  -0.38  0.084
Br  -1.19  5.36  2.75  0.832
C  -1.40  3.59  2.18  -0.669
C  -1.61  2.58  3.14  -0.085
C  -1.67  1.29  2.73  -0.104
N  -1.60  0.93  1.41  -0.017
C  -1.56  1.95  0.46  -0.253
C  -1.37  3.30  0.85  -0.055
C  -1.88  1.54  -0.90  -0.275
C  -2.27  2.42  -1.93  -0.055
C  -2.72  1.89  -3.10  -0.678
Br  -3.28  3.01  -4.48  0.854
C  -2.83  0.49  -3.27  -0.091
C  -2.38  -0.30  -2.27  -0.110
N  -1.85  0.20  -1.12  -0.046
H  -1.67  2.82  4.20  0.115
H  -1.76  0.48  3.43  0.114
H  -1.25  4.08  0.11  0.114
H  -2.26  3.49  -1.78  0.116
H  -3.26  0.07  -4.17  0.118
H  -2.40  -1.38  -2.35  0.120

=====

2.
Molecular formula: C4H7NO
Method: DFT, ωB97M-V with the def2-TZVPD basis set

Computed properties:
Total charge = 0
Structure (SMILES) = N#CC1CC1.O
DFT total energy = -7796.2818 eV
2S+1 = 1
HOMO = -9.9 eV

Each line ends with the Löwdin charge.
Positions of all 13 atoms, in Å:
N  -1.41  -1.21  -2.35  0.143
C  -0.60  -0.72  -1.67  -0.227
C  0.34  -0.08  -0.77  -0.226
C  -0.46  0.50  0.66  -0.049
C  0.06  1.35  -0.41  -0.177
H  1.38  -0.33  -1.03  0.148
H  -0.16  0.72  1.69  0.110
H  -1.46  0.08  0.63  0.108
H  0.98  1.84  -0.11  0.123
H  -0.62  1.92  -1.01  0.111
O  0.96  -1.22  1.68  -0.096
H  0.21  -1.74  1.98  0.050
H  0.83  -1.17  0.72  -0.019

=====

3.
Molecular formula: C27H52BrFeS5Si
Method: DFT, ωB97M-V with the def2-TZVPD basis set

Computed properties:
Total charge = 0
DFT total energy = -195325.5157 eV
2S+1 = 2
HOMO (spin up / spin down) = -6.4 / -7.3 eV

Each line ends with the Löwdin charge.
Positions of all 87 atoms, in Å:
Fe  0.07  -1.00  -0.33  -0.611
C  -2.99  -1.49  0.76  -0.608
C  -3.05  -0.31  -0.19  -0.467
S  -1.83  -0.45  -1.52  0.891
C  -2.36  -1.99  -2.34  -0.453
C  -1.71  -3.24  -1.77  -0.469
S  0.05  -2.87  -1.62  0.863
C  0.62  -4.16  -0.51  -0.495
C  2.00  -3.72  -0.08  -0.618
S  1.96  -2.01  0.56  0.508
C  0.96  -4.06  3.37  -0.095
C  0.33  -5.17  3.01  -0.090
S  -1.29  -1.89  1.26  0.607
H  -3.49  -2.35  0.30  0.052
H  -3.57  -1.24  1.65  0.067
H  -2.77  0.62  0.31  0.075
H  -4.03  -0.18  -0.65  0.086
H  -2.08  -1.86  -3.39  0.080
H  -3.45  -2.04  -2.29  0.092
H  -1.85  -4.09  -2.44  0.092
H  -2.08  -3.48  -0.78  0.047
H  0.63  -5.11  -1.04  0.092
H  -0.06  -4.19  0.34  0.032
H  2.70  -3.79  -0.92  0.051
H  2.36  -4.36  0.72  0.059
H  0.48  -3.09  3.31  0.017
H  1.99  -4.08  3.71  0.053
H  -0.70  -5.14  2.66  0.042
H  0.81  -6.14  3.05  0.044
S  0.90  0.55  1.21  0.743
C  -0.19  1.07  0.16  -0.750
C  -0.29  4.91  -2.75  -0.042
C  -1.44  3.97  -2.37  -0.610
C  -2.58  4.77  -1.73  -0.049
C  -1.95  3.24  -3.62  -0.042
C  -0.95  2.95  -1.42  0.020
C  -0.54  2.09  -0.68  -0.193
H  -0.65  5.66  -3.46  0.087
H  0.53  4.36  -3.22  0.066
H  0.10  5.42  -1.87  0.090
H  -2.94  5.52  -2.44  0.085
H  -2.23  5.28  -0.83  0.087
H  -3.41  4.11  -1.46  0.085
H  -2.31  3.97  -4.35  0.087
H  -2.77  2.57  -3.37  0.082
H  -1.16  2.65  -4.08  0.075
C  4.61  2.15  -5.46  -0.087
C  3.47  2.02  -4.44  -0.623
C  2.15  2.33  -5.16  -0.122
C  3.64  3.12  -3.38  -0.104
Si  3.49  0.28  -3.61  0.529
Br  1.41  0.19  -2.65  0.667
C  3.51  -1.17  -4.86  -0.625
C  4.94  -1.42  -5.37  -0.086
C  2.62  -0.89  -6.07  -0.105
C  2.98  -2.47  -4.22  -0.113
C  4.76  0.11  -2.19  -0.613
C  4.32  0.89  -0.94  -0.107
C  6.14  0.61  -2.64  -0.088
C  4.91  -1.36  -1.75  -0.103
H  4.63  3.17  -5.84  0.089
H  4.47  1.49  -6.32  0.065
H  5.59  1.94  -5.03  0.068
H  2.22  3.33  -5.60  0.089
H  1.31  2.33  -4.46  0.023
H  1.92  1.63  -5.96  0.059
H  3.54  4.10  -3.87  0.088
H  4.61  3.10  -2.89  0.064
H  2.86  3.06  -2.61  0.071
H  5.38  -0.54  -5.83  0.069
H  4.92  -2.21  -6.12  0.089
H  5.61  -1.75  -4.57  0.064
H  2.99  -0.07  -6.69  0.064
H  1.59  -0.66  -5.78  0.074
H  2.59  -1.78  -6.70  0.087
H  3.56  -2.79  -3.36  0.056
H  3.03  -3.27  -4.97  0.089
H  1.94  -2.37  -3.91  0.027
H  4.15  1.95  -1.12  0.061
H  5.11  0.80  -0.18  0.093
H  3.41  0.47  -0.51  0.014
H  6.15  1.69  -2.83  0.063
H  6.50  0.10  -3.53  0.070
H  6.86  0.42  -1.84  0.089
H  3.96  -1.77  -1.41  0.029
H  5.59  -1.39  -0.89  0.094
H  5.33  -1.99  -2.52  0.064

=====

4.
Molecular formula: C3H3ClS
Method: DFT, ωB97M-V with the def2-TZVPD basis set

Computed properties:
Total charge = 0
DFT total energy = -26512.5846 eV
2S+1 = 1
HOMO = -8.1 eV

Each line ends with the Löwdin charge.
Positions of all 8 atoms, in Å:
C  -1.42  -1.10  0.19  -0.481
C  -0.51  -0.17  -0.04  -0.136
C  0.51  0.60  -0.30  0.042
S  -3.90  0.82  0.18  -0.057
Cl  -3.06  -0.94  -0.25  0.443
H  -1.25  -2.08  0.41  0.038
H  1.07  0.61  -1.30  0.107
H  0.83  1.31  0.39  0.044

=====

5.
Molecular formula: C9H14
Method: DFT, ωB97M-V with the def2-TZVPD basis set

Computed properties:
Total charge = 0
Structure (SMILES) = Cc1ccccc1.CC
DFT total energy = -9559.9688 eV
2S+1 = 1
HOMO = -9.0 eV

Each line ends with the Löwdin charge.
Positions of all 23 atoms, in Å:
C  -1.80  -0.45  -1.22  -0.050
C  -0.42  -0.84  -0.75  -0.284
C  -0.04  -0.65  0.58  -0.075
C  1.24  -1.00  0.99  -0.086
C  2.12  -1.59  0.09  -0.102
C  1.78  -1.69  -1.25  -0.090
C  0.50  -1.35  -1.66  -0.058
H  -2.07  -1.02  -2.10  0.070
H  -1.80  0.62  -1.44  0.079
H  -2.57  -0.63  -0.46  0.079
H  -0.75  -0.19  1.25  0.104
H  1.51  -1.05  2.04  0.102
H  3.12  -1.82  0.42  0.099
H  2.47  -2.15  -1.94  0.099
H  0.20  -1.46  -2.70  0.110
C  -0.37  2.74  1.33  -0.174
C  -1.86  3.06  1.32  -0.171
H  -0.09  2.07  0.52  0.044
H  0.22  3.65  1.35  0.062
H  -0.11  2.28  2.29  0.065
H  -2.11  3.60  0.40  0.062
H  -2.14  3.70  2.16  0.060
H  -2.50  2.18  1.31  0.054

=====

6.
Molecular formula: C4H5NO
Method: DFT, ωB97M-V with the def2-TZVPD basis set

Computed properties:
Total charge = 0
Structure (SMILES) = N#CC[C@H]1CO1
DFT total energy = -7764.9746 eV
2S+1 = 1
HOMO = -11.0 eV

Each line ends with the Löwdin charge.
Positions of all 11 atoms, in Å:
N  -0.83  -1.63  -2.36  0.143
C  -0.93  -0.93  -1.44  -0.215
C  -1.03  -0.05  -0.27  -0.124
C  0.18  -0.21  0.64  -0.315
C  1.33  0.68  0.53  -0.103
O  0.37  0.84  1.57  -0.031
H  -1.95  -0.29  0.28  0.129
H  -1.11  0.99  -0.60  0.131
H  0.33  -1.21  1.04  0.151
H  2.31  0.34  0.84  0.115
H  1.33  1.47  -0.23  0.119

=====

7.
Molecular formula: C8H11N2O2S
Method: DFT, ωB97M-V with the def2-TZVPD basis set

Computed properties:
Total charge = +1
DFT total energy = -26374.3406 eV
2S+1 = 1
HOMO = -13.3 eV

Each line ends with the Löwdin charge.
Positions of all 24 atoms, in Å:
C  1.95  0.59  -1.56  -0.204
C  0.60  -2.27  0.03  -0.299
C  -0.89  -2.32  0.06  -0.009
C  0.76  0.21  0.19  -0.010
C  -0.93  -1.17  -0.95  -0.453
C  -0.46  1.03  0.51  -0.741
C  -0.26  2.49  0.12  -0.084
C  -0.84  0.91  1.98  -0.075
N  1.39  -0.59  -1.81  0.180
N  0.54  -0.94  -0.76  -0.160
O  2.70  1.40  -1.93  0.243
O  1.56  -2.85  0.32  0.259
S  -1.82  0.36  -0.58  1.043
H  -1.31  -3.28  -0.26  0.150
H  -1.31  -2.08  1.04  0.138
H  1.42  -0.04  1.01  0.146
H  -1.18  -1.48  -1.97  0.129
H  0.59  2.90  0.66  0.102
H  -1.15  3.07  0.38  0.093
H  -0.08  2.59  -0.94  0.080
H  -0.10  1.42  2.59  0.099
H  -0.91  -0.13  2.31  0.078
H  -1.81  1.38  2.15  0.092
H  1.54  -1.20  -2.62  0.201

=====

8.
Molecular formula: C4H5BrCl2
Method: DFT, ωB97M-V with the def2-TZVPD basis set

Computed properties:
Total charge = 0
DFT total energy = -99312.5044 eV
2S+1 = 1
HOMO (spin up / spin down) = -7.8 / -8.3 eV

Each line ends with the Löwdin charge.
Positions of all 12 atoms, in Å:
C  0.78  0.27  -1.54  -0.056
C  1.07  -0.18  -0.29  -0.351
C  0.70  0.54  0.86  -0.692
C  -1.74  -0.26  0.64  -1.015
Cl  -1.95  0.12  -0.99  0.652
Cl  -1.50  -1.99  0.86  0.516
Br  1.21  -0.09  2.50  0.726
H  1.09  -0.31  -2.40  0.069
H  0.53  1.20  -1.84  0.017
H  1.65  -1.07  -0.20  0.091
H  0.36  1.58  1.00  0.066
H  -2.21  0.20  1.41  -0.023

=====

Look up the 2S+1 of the eighth one. 1